DFT (ωB97M-V/def2-TZVPD) results for a molecular structure, CH7NO2P2S.

The HOMO energy comes out at -7.98 eV. The LUMO energy is 0.56 eV. The calculation puts the total energy at -1328.3451 hartree. For the energy relative to the best compared isomer or geometry (same formula, charge and spin), the calculation gives 0.770 eV.

Geometry as XYZ:
```
14
Properties=species:S:1:pos:R:3:mulliken_charge:R:1
C -1.827 -0.680 -1.335 -0.821
N 1.271 -0.232 0.215 -0.257
O -2.385 -0.693 1.255 -0.486
O -1.017 1.215 0.184 -0.263
P 0.551 1.148 0.525 0.236
P 2.932 -0.371 0.618 -0.146
S -2.416 0.269 0.194 0.596
H -1.362 0.079 -2.031 0.269
H -0.947 -1.224 -0.865 0.300
H -2.539 -1.323 -1.840 0.352
H 0.830 2.301 -0.264 0.068
H 0.837 1.747 1.740 0.092
H 2.899 -0.875 1.900 0.026
H 3.173 -1.360 -0.296 0.033
```

=====

DFT (ωB97M-V/def2-TZVPD) results for a gas-phase ion, CH7NO3P (charge +1).

As for the SMILES: [NH3+]COP(O)O. As for the total charge: +1. The HOMO energy comes out at -13.23 eV. The LUMO energy is -4.02 eV. The calculation puts the total energy at -663.8859 hartree. For the energy relative to the best compared isomer or geometry (same formula, charge and spin), the calculation gives 2.374 eV.

Geometry as XYZ:
```
13
Properties=species:S:1:pos:R:3:mulliken_charge:R:1
N 1.253 -0.035 -0.629 -0.321
C 0.927 0.601 0.722 -0.358
O -0.656 1.225 0.776 -0.239
P -1.807 0.250 0.312 0.341
O -1.194 -1.281 0.583 -0.501
O -1.640 0.381 -1.311 -0.421
H 2.359 -0.183 -0.696 0.415
H 0.943 0.466 -1.452 0.332
H 0.867 -0.984 -0.403 0.400
H 1.057 -0.132 1.437 0.371
H 1.428 1.518 0.890 0.306
H -1.332 -1.563 1.514 0.343
H -2.205 -0.262 -1.742 0.332
```

=====

DFT (ωB97M-V/def2-TZVPD) results for a molecular structure, CH7NOSi.

The HOMO energy comes out at -8.71 eV. The LUMO energy is 0.27 eV. The calculation puts the total energy at -461.7058 hartree. For the energy relative to the best compared isomer or geometry (same formula, charge and spin), the calculation gives 0.000 eV.

Geometry as XYZ:
```
11
Properties=species:S:1:pos:R:3:mulliken_charge:R:1
C 1.850 -0.258 -0.237 -0.429
N -1.654 -0.634 -0.248 -0.467
O 1.251 0.992 -0.095 -0.596
Si -1.029 0.764 0.544 0.550
H 2.755 0.036 -0.738 0.223
H 1.163 -0.920 -0.808 0.155
H 2.068 -0.633 0.733 0.220
H -2.687 -0.841 -0.219 0.267
H -1.435 -0.833 -1.143 0.237
H -0.749 0.275 1.848 -0.080
H -1.534 2.051 0.363 -0.081
```

=====

DFT (ωB97M-V/def2-TZVPD) results for 2 unconnected molecules or ions with the total composition CH7NS.

As for the SMILES: CN.S. The HOMO energy comes out at -9.75 eV. The LUMO energy is 0.93 eV. The calculation puts the total energy at -495.2073 hartree. For the energy relative to the best compared isomer or geometry (same formula, charge and spin), the calculation gives 0.539 eV.

Geometry as XYZ:
```
10
Properties=species:S:1:pos:R:3:mulliken_charge:R:1
C 0.475 -0.526 -0.257 -0.532
N 1.953 -0.454 -0.415 -0.624
H 0.205 -1.575 -0.110 0.298
H -0.010 -0.156 -1.161 0.286
H 0.188 -0.045 0.674 0.124
H 2.206 -1.284 -0.944 0.247
H 2.138 0.260 -1.114 0.222
S -2.578 1.843 0.990 -0.247
H -1.592 1.063 0.521 0.079
H -2.985 0.875 1.816 0.148
```

=====

Copy entry 1 word for word.
DFT (ωB97M-V/def2-TZVPD) results for a molecular structure, CH7NO2P2S.

The HOMO energy comes out at -7.98 eV. The LUMO energy is 0.56 eV. The calculation puts the total energy at -1328.3451 hartree. For the energy relative to the best compared isomer or geometry (same formula, charge and spin), the calculation gives 0.770 eV.

Geometry as XYZ:
```
14
Properties=species:S:1:pos:R:3:mulliken_charge:R:1
C -1.827 -0.680 -1.335 -0.821
N 1.271 -0.232 0.215 -0.257
O -2.385 -0.693 1.255 -0.486
O -1.017 1.215 0.184 -0.263
P 0.551 1.148 0.525 0.236
P 2.932 -0.371 0.618 -0.146
S -2.416 0.269 0.194 0.596
H -1.362 0.079 -2.031 0.269
H -0.947 -1.224 -0.865 0.300
H -2.539 -1.323 -1.840 0.352
H 0.830 2.301 -0.264 0.068
H 0.837 1.747 1.740 0.092
H 2.899 -0.875 1.900 0.026
H 3.173 -1.360 -0.296 0.033
```